(1)
Below is a molecular structure, C39H26MoN2O2PS5 in a non-equilibrium geometry, with properties calculated with ωB97M-V/def2-TZVPD.

```
76
Properties=species:S:1:pos:R:3
Mo 0.59001 -2.09339 -1.02405
S -0.81314 -1.16104 -2.56571
C 0.46155 -0.22841 -3.38279
C 0.21189 0.15532 -4.70490
C 1.22571 0.70458 -5.46843
C 0.95601 1.14193 -6.77771
N 0.84822 1.42284 -7.90626
C 2.59715 0.76486 -4.88449
C 2.84071 0.33109 -3.59167
C 1.74159 -0.04923 -2.79143
S 2.07783 -0.40764 -1.13746
C 3.68303 1.17470 -5.68540
N 4.58184 1.56813 -6.29638
H -0.77935 -0.01404 -5.14494
H 3.91191 0.32828 -3.20163
O -0.65607 1.58172 2.94776
P -0.81943 2.90963 2.28900
C 0.72485 3.71923 1.97996
C 1.00089 5.04181 2.22497
C 2.27270 5.57843 2.10284
C 3.28362 4.74678 1.67221
C 3.06131 3.37471 1.47097
C 1.81101 2.86474 1.78438
C -1.56298 2.67996 0.65775
C -2.85939 2.20554 0.51275
C -3.50029 2.13223 -0.69492
C -2.73840 2.45830 -1.88354
C -1.38798 2.74750 -1.80031
C -0.85086 3.00327 -0.51913
C -1.91701 4.05279 3.20674
C -2.24729 3.81646 4.56406
C -2.95763 4.77191 5.30239
C -3.26337 6.01165 4.75116
C -2.90763 6.31008 3.41901
C -2.32482 5.28520 2.69074
H 0.16699 5.67758 2.51530
H 2.45767 6.63920 2.25311
H 4.12987 5.29171 1.18244
H 3.85283 2.74940 0.98196
H 1.55658 1.78980 1.69795
H -3.50265 2.05164 1.47740
H -4.50356 1.94225 -0.78719
H -3.30426 2.52695 -2.78183
H -0.83893 2.86401 -2.74699
H 0.12847 3.50199 -0.51601
H -1.95221 2.85080 5.01717
H -3.19594 4.66676 6.35809
H -3.65482 6.74047 5.44418
H -2.92980 7.34291 3.00839
H -2.02550 5.52590 1.66902
O 0.41779 -4.47237 -1.77285
C 0.17233 -4.91111 -0.46131
C 1.20578 -6.01946 -0.20308
C 2.00969 -6.56979 -1.21078
C 2.69885 -7.70139 -0.75189
C 2.39215 -8.06787 0.55075
S 1.30402 -6.93651 1.34299
C -1.26646 -5.51023 -0.40039
C -1.64981 -6.72025 0.16446
C -2.89011 -7.17935 -0.32784
C -3.42532 -6.32574 -1.26952
S -2.48252 -4.91900 -1.59282
C 0.48730 -3.75769 0.55396
C 1.65918 -3.56082 1.22009
C 1.75598 -2.32515 1.96371
C 0.64867 -1.54020 1.86932
S -0.69395 -2.39250 0.90170
H 2.07356 -6.19729 -2.19979
H 3.38700 -8.24641 -1.39111
H 2.60365 -8.95986 1.13481
H -1.03361 -7.33302 0.84191
H -3.35299 -8.12725 -0.02554
H -4.35868 -6.45372 -1.72528
H 2.57383 -4.20972 1.15842
H 2.63942 -2.09237 2.48254
H 0.44331 -0.56222 2.25899
```

<S²> = 2.08
calculated total energy = -113249.5745 eV
charge = +1
energy relative to the best compared isomer or geometry (same formula, charge and spin) = 4.956 eV
multiplicity = 3

Atomic partial charges in e from the Mulliken method, atoms 1 to 5: 0.73 -0.15 0.91 -0.93 0.34

---

(2)
Below is a molecular structure, C39H27BrF4N2O6PReSbSe4, with properties calculated with ωB97M-V/def2-TZVPD.

```
86
Properties=species:S:1:pos:R:3
Re -0.00372 0.61758 -0.12662
F -6.64825 2.48975 1.67522
C -5.34081 2.40359 1.65218
C -4.57061 3.20963 2.48081
F -5.15160 4.06318 3.29211
C -3.18843 3.10641 2.44086
F -2.47743 3.89543 3.23610
C -2.53964 2.20988 1.59664
P -0.71312 2.14465 1.62730
C -0.39827 1.76856 3.37290
C -1.36388 0.96441 3.99968
C -1.22457 0.60900 5.33204
C -0.13196 1.06011 6.05774
C 0.82716 1.85143 5.44228
C 0.70716 2.19746 4.10570
C -0.29288 3.82409 1.07302
C -1.10306 4.37145 0.07079
C -0.94298 5.69265 -0.31861
C 0.01901 6.48651 0.29361
C 0.84108 5.94159 1.27135
C 0.70218 4.61529 1.65060
C -3.33768 1.42834 0.77572
Br -2.57810 0.18778 -0.43882
C -4.71594 1.50959 0.79246
F -5.44647 0.74650 -0.00633
H -2.24525 0.63351 3.46453
H -1.98480 0.00340 5.80718
H -0.03217 0.80260 7.10385
H 1.67895 2.20667 6.00655
H 1.48720 2.78112 3.65153
H -1.88883 3.78343 -0.38861
H -1.60522 6.11699 -1.06427
H 0.11985 7.52896 0.02042
H 1.59228 6.55450 1.75186
H 1.36640 4.21498 2.39680
Se -1.64855 -5.13567 2.25273
Sb 0.44825 -4.29027 2.43188
Se 0.33916 -1.89815 -0.31685
Se -0.09127 -0.89589 1.77655
Se 2.62883 -3.92661 2.94379
O 2.21624 2.04472 1.62151
C 2.69271 1.38458 0.72547
O 1.92377 0.76750 -0.19032
C 4.13878 1.12071 0.55067
C 5.04187 1.83513 1.33477
C 6.40166 1.61755 1.19489
C 6.82075 0.67200 0.27705
C 5.94582 -0.06046 -0.50408
C 4.58861 0.17257 -0.36695
N 8.27897 0.42700 0.12421
O 8.61034 -0.39785 -0.69739
O 9.01951 1.10242 0.79905
H 4.67296 2.55977 2.04789
H 7.13328 2.15711 1.77866
H 6.33712 -0.78945 -1.19871
H 3.87836 -0.37526 -0.96994
C 2.13760 1.61129 -5.88262
O 1.45581 2.30814 -4.82770
C 2.16450 2.67658 -3.74866
C 3.48226 2.29934 -3.49336
C 4.15113 2.79760 -2.38792
C 3.53075 3.67727 -1.50623
C 2.22386 4.04864 -1.74123
C 1.53999 3.53667 -2.83676
N 0.24943 4.08931 -3.10763
C -0.83487 3.56774 -3.57795
C -1.14804 2.18099 -3.83836
C -1.91903 1.94145 -4.98178
C -2.19972 0.65494 -5.40063
C -1.74053 -0.41803 -4.64825
C -1.03242 -0.20125 -3.47462
C -0.74588 1.08748 -3.05886
O -0.12388 1.27990 -1.85337
H 1.40972 1.50171 -6.67945
H 2.46614 0.62788 -5.54552
H 2.98747 2.19306 -6.23881
H 3.99957 1.64608 -4.18124
H 5.18202 2.51146 -2.22427
H 4.07390 4.08654 -0.66510
H 1.72297 4.75843 -1.09426
H 0.21049 5.09304 -2.95344
H -1.59813 4.29393 -3.84236
H -2.26820 2.78537 -5.56466
H -2.77303 0.48895 -6.30161
H -1.95264 -1.43124 -4.96242
H -0.70307 -1.03558 -2.86855
```

calculated total energy = -416371.3881 eV
charge = +3
energy relative to the best compared isomer or geometry (same formula, charge and spin) = 1.124 eV

Atomic partial charges in e from the Mulliken method, atoms 1 to 5: -0.52 -0.25 0.49 0.37 -0.26

---

(3)
Below is a molecular structure, C39H29Cl2HfN8O4 in a non-equilibrium geometry, with properties calculated with ωB97M-V/def2-TZVPD.

```
83
Properties=species:S:1:pos:R:3
Hf -0.11876 -0.16049 0.49016
O 0.68268 -0.54698 -4.97091
C 1.65763 0.27382 -4.56666
C 2.48549 0.83374 -5.54185
C 3.51407 1.68133 -5.18991
C 3.74164 2.00641 -3.85286
C 2.92798 1.46336 -2.88413
C 1.88365 0.59139 -3.21440
C 1.06560 0.04328 -2.12867
O 1.29240 0.41986 -0.90574
N 0.13848 -0.84054 -2.42276
N -0.48517 -1.32448 -1.29130
C -1.43741 -2.18910 -1.42163
C -2.06796 -2.80742 -0.28995
C -3.19151 -3.62506 -0.49634
C -3.81482 -4.26116 0.54900
C -3.31206 -4.09911 1.84265
C -2.20348 -3.31507 2.07451
C -1.55156 -2.65290 1.02477
O -0.45679 -1.94982 1.26715
H 0.24120 -0.91281 -4.17312
H 2.30009 0.57731 -6.57645
H 4.15496 2.08883 -5.96095
H 4.54500 2.67812 -3.58160
H 3.08050 1.69290 -1.83747
H -1.76326 -2.47608 -2.41943
H -3.56869 -3.74272 -1.50577
H -4.68303 -4.88133 0.37530
H -3.79372 -4.60368 2.67048
H -1.80757 -3.19390 3.07623
C 2.48879 1.75552 2.13495
N 1.07534 1.98265 1.86048
C 0.70395 3.31808 1.39719
C -0.01104 3.19390 0.09062
N -0.61165 2.09465 -0.27566
C -1.19094 2.37343 -1.51607
C -1.99313 1.59113 -2.34454
C -2.39490 2.14218 -3.54394
C -2.02834 3.44171 -3.91763
C -1.26921 4.24410 -3.08972
C -0.86988 3.68700 -1.88276
N -0.12331 4.18179 -0.82597
C 2.85835 0.37568 1.69087
N 1.98251 -0.54210 1.36224
C 2.72722 -1.62473 0.86761
C 2.32867 -2.84619 0.32427
C 3.32038 -3.69429 -0.12721
C 4.67607 -3.35748 -0.04169
C 5.08741 -2.15569 0.49787
C 4.08781 -1.30196 0.94211
N 4.12790 -0.02478 1.47702
H 2.73326 1.88794 3.19455
H 3.09623 2.46925 1.57562
H 0.53637 1.75703 2.68026
H 1.57642 3.96570 1.29110
H 0.03401 3.80160 2.11301
H -2.30515 0.60410 -2.03613
H -3.01993 1.56653 -4.21364
H -2.35735 3.82703 -4.87307
H -1.00059 5.25350 -3.37207
H 0.25351 5.11025 -0.75173
H 1.28574 -3.11454 0.27312
H 3.04473 -4.65000 -0.55236
H 5.41573 -4.05555 -0.40948
H 6.13467 -1.89070 0.55820
H 4.95993 0.50877 1.66228
Cl -4.95417 -0.13021 0.10036
C -4.15075 -0.09000 1.62364
C -4.89544 -0.19129 2.80264
C -4.26342 -0.22185 4.01563
Cl -5.19364 -0.35958 5.46542
C -2.85339 -0.15846 4.09128
C -2.11926 -0.27627 5.28875
C -0.75117 -0.24855 5.25001
C -0.11062 -0.06764 4.01900
N -0.75237 0.06650 2.87770
C -2.11345 -0.00693 2.88888
C -2.76826 0.01923 1.62183
O -2.07850 0.10482 0.50639
H -5.97263 -0.26445 2.74795
H -2.64782 -0.40642 6.22257
H -0.16460 -0.36481 6.14986
H 0.97434 -0.04731 3.97001
```

calculated total energy = -87379.6513 eV
charge = +1
energy relative to the best compared isomer or geometry (same formula, charge and spin) = 0.811 eV

Atomic partial charges in e from the Mulliken method, atoms 1 to 5: 0.96 -0.67 0.52 -0.76 -0.42

---

> Among the records above, which one has the lowest energy relative to the best compared isomer or geometry (same formula, charge and spin)?

C39H29Cl2HfN8O4